[1]
DFT (the ωB97M-V functional and the def2-TZVPD basis) results for a structure of composition C22H28O2OsP2 at a distorted geometry.

```
55
Properties=species:S:1:pos:R:3:mulliken_charge:R:1
Os 0.16881 -0.38778 -2.15828 0.611
H 0.63751 1.57142 -1.73284 -0.049
H 0.80846 1.49543 -2.54616 0.246
P -0.34102 -0.51180 -4.29400 0.512
C 0.92760 -1.37390 -5.33841 -1.286
H 0.61236 -1.48337 -6.38520 0.428
H 1.86911 -0.81133 -5.31110 0.391
H 1.11264 -2.37088 -4.92244 0.371
C -1.88509 -1.32736 -4.88369 -1.088
H -2.73325 -0.73518 -4.52387 0.381
H -1.93695 -1.41200 -5.97725 0.416
H -1.93952 -2.32480 -4.43319 0.384
C -0.42345 1.07835 -5.23632 -1.270
H 0.54028 1.59253 -5.15222 0.396
H -0.65783 0.92974 -6.29955 0.418
H -1.20017 1.70466 -4.78579 0.382
C 1.98464 -0.78355 -2.29643 0.179
O 3.12097 -1.06366 -2.38771 -0.457
H -1.37768 0.11914 -2.52974 0.065
H -0.32769 -1.91739 -2.54779 -0.028
O -0.30603 -1.08461 -0.00478 -0.650
P -0.14275 -0.18964 1.22447 1.072
C 1.50934 0.53213 1.30881 1.209
C 2.59186 -0.35082 1.15003 -0.599
C 3.86586 0.02108 1.57073 -0.761
C 4.08020 1.30638 2.07886 -0.513
C 3.02229 2.21647 2.15286 -0.686
C 1.73026 1.83530 1.77205 -0.405
C -1.57987 0.88385 1.39743 0.476
C -2.73089 0.30982 1.97170 -0.431
C -3.87496 1.07927 2.18484 -0.760
C -3.89782 2.41950 1.78076 -0.499
C -2.78213 2.97106 1.14055 -0.733
C -1.62400 2.20883 0.93923 -0.204
C -0.14785 -1.13313 2.77576 0.150
C 0.13414 -2.50065 2.76570 -0.219
C 0.32793 -3.17175 3.97787 -0.540
C 0.22907 -2.47696 5.18886 -0.382
C -0.07465 -1.11024 5.19779 -0.731
C -0.26971 -0.43756 3.98871 -0.141
H 2.42396 -1.33786 0.71141 0.481
H 4.68364 -0.69686 1.50491 0.444
H 5.07545 1.58764 2.42501 0.424
H 3.19664 3.22560 2.52972 0.444
H 0.90373 2.54190 1.83614 0.324
H -2.72121 -0.74001 2.27446 0.477
H -4.74380 0.62924 2.66519 0.427
H -4.78879 3.02439 1.95695 0.425
H -2.80521 4.00601 0.79530 0.422
H -0.75850 2.64029 0.43095 0.212
H 0.20656 -3.02959 1.81554 0.453
H 0.56975 -4.23509 3.97208 0.473
H 0.39468 -2.99986 6.13155 0.451
H -0.14840 -0.55970 6.13701 0.460
H -0.50854 0.62729 3.99348 0.422
```

* LUMO energy (alpha / beta): -6.34 / -10.75 eV
* 2S+1: 5
* electronic energy: -1778.1852 a.u.
* net charge: +2
* Kohn-Sham gap (alpha / beta): 4.339 / 4.289 eV

[2]
DFT (the ωB97M-V functional and the def2-TZVPD basis) results for a cluster of 8 separate species, C16H51N3O8 in total at a distorted geometry.

```
78
Properties=species:S:1:pos:R:3:mulliken_charge:R:1
C 13.29386 3.38933 -11.75182 -0.248
O 12.09767 2.73124 -11.38480 -0.299
C 11.93356 2.77197 -9.97760 -0.690
C 10.67177 1.98972 -9.63358 0.600
C 9.43186 2.82749 -9.89885 -1.498
N 10.66572 1.56233 -8.22367 -0.770
H 13.27326 4.44571 -11.46310 0.393
H 13.35863 3.35317 -12.83422 -0.207
H 14.16564 2.91359 -11.29578 0.133
H 12.82657 2.38487 -9.47766 0.296
H 11.77602 3.81049 -9.65980 0.291
H 10.63400 1.11607 -10.30062 0.265
H 9.35647 3.58378 -9.11751 0.385
H 8.51666 2.23152 -9.89698 0.409
H 9.51344 3.21340 -10.91839 0.318
H 11.31180 0.77214 -8.13746 0.267
H 9.78533 1.07128 -8.06582 0.272
C 13.90447 -1.15887 -15.48722 -0.756
O 14.39835 -0.50533 -14.34548 -0.382
C 14.12390 0.87992 -14.28739 -0.288
C 14.40805 1.65904 -15.55158 0.639
C 15.85768 1.51343 -16.06402 -0.951
N 14.19730 3.12439 -15.30317 -0.758
H 13.80787 -2.22758 -15.28006 0.293
H 14.64845 -1.14174 -16.29601 0.255
H 12.95234 -0.80343 -15.88622 0.311
H 13.13877 1.09423 -13.84228 0.365
H 14.73204 1.27946 -13.46520 -0.033
H 13.72493 1.38711 -16.36130 0.312
H 16.58996 1.57501 -15.26334 -0.146
H 16.01651 2.29207 -16.80707 0.420
H 15.95560 0.54008 -16.54599 0.348
H 14.11998 3.52201 -16.23346 0.267
H 13.28446 3.23533 -14.86630 0.174
C 17.46389 0.73703 -7.56355 -0.552
O 16.95689 -0.50907 -7.15683 -0.349
C 16.70978 -0.55106 -5.76915 -0.701
C 16.34532 -1.96902 -5.37495 0.572
C 15.72046 -2.11023 -3.99984 -1.474
N 17.50611 -2.86897 -5.41794 -0.772
H 16.71592 1.46489 -7.21460 0.349
H 17.41758 0.90606 -8.64176 0.073
H 18.48634 0.94968 -7.24431 0.279
H 17.63266 -0.24613 -5.25975 0.277
H 15.92431 0.16324 -5.48964 0.370
H 15.60672 -2.33311 -6.09636 0.268
H 14.84124 -1.46005 -3.88030 0.374
H 16.39191 -1.80233 -3.19165 0.302
H 15.33726 -3.08963 -3.72249 0.365
H 17.88644 -2.85271 -6.36945 0.301
H 18.29477 -2.44653 -4.92468 0.268
C 18.55277 4.14492 -8.32455 -0.874
C 19.81612 3.28470 -8.29926 -0.010
O 20.46304 3.41972 -7.04946 -0.580
H 18.85814 5.16889 -8.09862 0.357
H 17.89187 3.87410 -7.49646 0.233
H 18.00428 4.19694 -9.26484 0.227
H 20.57627 3.73936 -8.94829 0.120
H 19.75108 2.26781 -8.70307 0.258
H 19.94188 3.03284 -6.33590 0.318
C 17.33560 2.74549 -12.23471 -0.539
C 18.23587 1.77453 -11.44757 0.895
O 19.43014 1.54922 -12.23401 -0.556
H 16.29869 2.64159 -11.88920 -0.230
H 17.28516 2.41650 -13.27251 0.191
H 17.51939 3.81690 -12.17796 0.440
H 17.70413 0.85156 -11.24163 0.389
H 18.58726 2.32060 -10.57136 -0.853
H 19.92091 2.34243 -11.96201 0.325
O 18.56978 -0.92364 -14.25894 -0.628
H 18.21053 -0.03073 -14.30492 0.310
H 19.43866 -0.80741 -13.85871 0.324
O 21.51914 3.41141 -11.49181 -0.648
H 22.30788 3.65998 -11.98717 0.273
H 21.85247 2.93528 -10.71989 0.334
O 21.15027 -0.95839 -10.09509 -0.647
H 20.96833 -0.41724 -10.87582 0.321
H 20.31837 -1.41129 -9.91674 0.315
```

* LUMO energy: 0.33 eV
* ΔE to the lowest compared entry with this formula, charge and spin: 80.3 kJ/mol
* electronic energy: -1406.2648 a.u.
* Kohn-Sham gap: 9.885 eV
* SMILES string: COC[C@H](C)N.COC[C@H](C)N.COC[C@H](C)N.CCO.CCO.O.O.O

[3]
DFT (the ωB97M-V functional and the def2-TZVPD basis) results for a structure of composition C30H28Br2CrF5N6OS6 at a distorted geometry.

```
79
Properties=species:S:1:pos:R:3:mulliken_charge:R:1
Cr 0.27177 -0.38590 0.62970 -0.246
S -7.46413 -0.62259 -1.60084 -0.360
C -5.81592 -0.44092 -1.51047 0.113
S -4.78201 -0.25749 -2.86604 -0.155
C -3.21065 -0.07263 -2.06149 -0.058
C -3.29209 -0.14632 -0.70127 0.171
S -2.17636 0.02875 0.64803 -0.332
S -4.91737 -0.41348 -0.05411 -0.097
S -1.91761 0.16761 -3.17023 -0.464
S -0.48381 -2.45891 -0.67907 -0.878
C 0.08518 -2.47058 -2.26929 1.013
N 0.81131 -1.46997 -2.75294 1.708
C 1.34176 -1.43398 -4.10175 0.339
C 1.56145 -2.85750 -4.57983 -0.921
C 0.25470 -3.62165 -4.44781 -0.760
N -0.21627 -3.50365 -3.07677 -0.221
H 0.86828 -0.64153 -2.17575 -1.471
H 2.28247 -0.88402 -4.08397 -0.286
H 0.64682 -0.90873 -4.76544 0.205
H 2.31613 -3.33371 -3.94940 0.307
H 1.91009 -2.86808 -5.61233 0.427
H 0.39706 -4.67799 -4.67382 0.443
H -0.48735 -3.22280 -5.14557 0.295
H -0.81407 -4.20412 -2.67813 0.263
C 0.57142 4.67720 -3.71049 -1.203
N 0.03055 3.65864 -2.83529 -0.043
N 0.71950 2.51082 -2.50682 1.243
C 0.14779 1.93104 -1.39973 -0.051
O 0.60515 0.84760 -0.97619 0.500
C -0.91071 2.79197 -1.01298 -0.539
C -0.92523 3.83408 -1.88869 0.172
C -1.77692 5.05307 -1.87711 -1.960
C 1.68537 1.91875 -3.35162 -0.267
C 2.89622 1.50875 -2.80863 0.004
C 3.85708 0.94400 -3.63451 -0.559
C 3.61560 0.80013 -4.99521 -0.664
C 2.39397 1.19397 -5.52610 -0.598
C 1.42039 1.74436 -4.70483 0.165
H 1.53161 4.35145 -4.09605 0.449
H 0.72388 5.61021 -3.16368 0.360
H -0.10191 4.85967 -4.54865 0.344
H -1.59764 2.62355 -0.20164 0.497
H -2.53213 4.94766 -1.10252 0.431
H -2.27177 5.20524 -2.83803 0.324
H -1.17453 5.93834 -1.65759 0.359
H 3.06695 1.62296 -1.74755 0.151
H 4.80324 0.62776 -3.21161 0.423
H 4.37582 0.37443 -5.63971 0.369
H 2.19189 1.06277 -6.58219 0.370
H 0.44651 2.01280 -5.09747 0.406
F 2.89225 -0.50132 -0.65442 -0.145
C 2.32362 -0.95224 0.54989 0.397
F 3.09318 -0.29147 1.52496 -0.390
C 2.86126 -2.40882 0.62805 0.254
F 4.15306 -2.45874 1.02156 -0.299
F 2.80440 -3.02931 -0.55838 -0.204
F 2.17345 -3.16119 1.50882 -0.249
Br 2.53428 4.82738 0.70099 -0.210
C 1.34805 3.60193 1.54991 -0.134
C 0.27311 4.09011 2.28710 -0.403
C -0.56153 3.12068 2.85465 -0.878
C -0.32558 1.78843 2.63000 -0.414
N 0.70757 1.31437 1.86932 0.607
C 1.57059 2.26029 1.38845 -0.565
H 0.10315 5.14975 2.41409 0.445
H -1.40765 3.42124 3.46032 0.408
H -0.97853 1.03311 3.05099 0.353
H 2.43320 1.89779 0.84862 0.486
Br 2.24385 -1.89388 5.78775 -0.206
C 0.88762 -2.11360 4.48231 -0.582
C -0.09183 -3.07227 4.64760 -0.128
C -1.04079 -3.17022 3.64582 -1.079
C -0.95543 -2.34841 2.53783 -0.327
N 0.02002 -1.44922 2.37276 0.997
C 0.90719 -1.30995 3.36180 -0.174
H -0.11443 -3.71413 5.51730 0.452
H -1.84328 -3.89123 3.71940 0.442
H -1.68891 -2.39844 1.74532 0.372
H 1.64514 -0.52911 3.24086 0.457
```

* LUMO energy (alpha / beta): 1.98 / 1.98 eV
* ΔE to the lowest compared entry with this formula, charge and spin: 104.4 kJ/mol
* 2S+1: 5
* electronic energy: -10644.8699 a.u.
* net charge: -1
* Kohn-Sham gap (alpha / beta): 4.840 / 5.082 eV

Please write out number 1 again, unchanged.
DFT (the ωB97M-V functional and the def2-TZVPD basis) results for a structure of composition C22H28O2OsP2 at a distorted geometry.

```
55
Properties=species:S:1:pos:R:3:mulliken_charge:R:1
Os 0.16881 -0.38778 -2.15828 0.611
H 0.63751 1.57142 -1.73284 -0.049
H 0.80846 1.49543 -2.54616 0.246
P -0.34102 -0.51180 -4.29400 0.512
C 0.92760 -1.37390 -5.33841 -1.286
H 0.61236 -1.48337 -6.38520 0.428
H 1.86911 -0.81133 -5.31110 0.391
H 1.11264 -2.37088 -4.92244 0.371
C -1.88509 -1.32736 -4.88369 -1.088
H -2.73325 -0.73518 -4.52387 0.381
H -1.93695 -1.41200 -5.97725 0.416
H -1.93952 -2.32480 -4.43319 0.384
C -0.42345 1.07835 -5.23632 -1.270
H 0.54028 1.59253 -5.15222 0.396
H -0.65783 0.92974 -6.29955 0.418
H -1.20017 1.70466 -4.78579 0.382
C 1.98464 -0.78355 -2.29643 0.179
O 3.12097 -1.06366 -2.38771 -0.457
H -1.37768 0.11914 -2.52974 0.065
H -0.32769 -1.91739 -2.54779 -0.028
O -0.30603 -1.08461 -0.00478 -0.650
P -0.14275 -0.18964 1.22447 1.072
C 1.50934 0.53213 1.30881 1.209
C 2.59186 -0.35082 1.15003 -0.599
C 3.86586 0.02108 1.57073 -0.761
C 4.08020 1.30638 2.07886 -0.513
C 3.02229 2.21647 2.15286 -0.686
C 1.73026 1.83530 1.77205 -0.405
C -1.57987 0.88385 1.39743 0.476
C -2.73089 0.30982 1.97170 -0.431
C -3.87496 1.07927 2.18484 -0.760
C -3.89782 2.41950 1.78076 -0.499
C -2.78213 2.97106 1.14055 -0.733
C -1.62400 2.20883 0.93923 -0.204
C -0.14785 -1.13313 2.77576 0.150
C 0.13414 -2.50065 2.76570 -0.219
C 0.32793 -3.17175 3.97787 -0.540
C 0.22907 -2.47696 5.18886 -0.382
C -0.07465 -1.11024 5.19779 -0.731
C -0.26971 -0.43756 3.98871 -0.141
H 2.42396 -1.33786 0.71141 0.481
H 4.68364 -0.69686 1.50491 0.444
H 5.07545 1.58764 2.42501 0.424
H 3.19664 3.22560 2.52972 0.444
H 0.90373 2.54190 1.83614 0.324
H -2.72121 -0.74001 2.27446 0.477
H -4.74380 0.62924 2.66519 0.427
H -4.78879 3.02439 1.95695 0.425
H -2.80521 4.00601 0.79530 0.422
H -0.75850 2.64029 0.43095 0.212
H 0.20656 -3.02959 1.81554 0.453
H 0.56975 -4.23509 3.97208 0.473
H 0.39468 -2.99986 6.13155 0.451
H -0.14840 -0.55970 6.13701 0.460
H -0.50854 0.62729 3.99348 0.422
```

* LUMO energy (alpha / beta): -6.34 / -10.75 eV
* 2S+1: 5
* electronic energy: -1778.1852 a.u.
* net charge: +2
* Kohn-Sham gap (alpha / beta): 4.339 / 4.289 eV

What is the formula in the first record? C22H28O2OsP2